Entry from the OMol25 dataset: 2 unconnected molecules or ions with the total composition C36H33N3O2 at a distorted geometry (wB97M-V/def2-TZVPD).

Geometry as ORCA input:
```
! RIJCOSX wB97M-V def2-TZVPD def2/J DEFGRID3
* xyz 0 1
C 4.919 0.290 1.965
C 3.742 1.044 2.505
O 2.611 0.769 1.665
C 1.487 1.316 2.198
C 0.329 0.739 1.479
N -0.893 0.789 1.896
C -1.858 -0.109 1.689
C -3.227 0.376 1.690
C -4.320 -0.436 2.057
C -5.607 0.094 2.116
C -5.813 1.443 1.799
C -4.728 2.274 1.469
C -3.443 1.736 1.425
C -1.545 -1.534 1.556
C -2.371 -2.461 0.876
C -1.983 -3.795 0.758
C -0.768 -4.225 1.312
C 0.047 -3.328 2.012
C -0.346 -1.998 2.117
O 1.479 2.095 3.130
H 5.747 0.380 2.665
H 4.700 -0.772 1.829
H 5.243 0.702 1.007
H 3.501 0.716 3.523
H 3.908 2.127 2.501
H 0.619 0.289 0.511
H -4.155 -1.478 2.301
H -6.448 -0.543 2.404
H -6.820 1.863 1.832
H -4.873 3.336 1.246
H -2.584 2.359 1.186
H -3.311 -2.132 0.442
H -2.629 -4.510 0.241
H -0.458 -5.266 1.218
H 0.990 -3.637 2.473
H 0.298 -1.300 2.644
C 1.235 4.930 8.335
N 1.845 3.614 8.396
C 2.502 3.027 7.354
C 2.850 1.702 7.716
C 3.487 0.747 6.889
C 4.261 -0.322 7.398
C 4.897 -0.530 8.660
N 5.429 -1.788 8.712
C 6.068 -2.403 9.871
C 5.203 -2.446 7.493
C 4.498 -1.546 6.650
C 4.038 -1.955 5.411
C 4.251 -3.291 5.037
C 4.922 -4.186 5.898
C 5.420 -3.773 7.145
C 2.396 1.519 9.101
C 1.778 2.739 9.487
C 1.052 2.893 10.662
C 0.998 1.794 11.536
C 1.653 0.597 11.204
C 2.341 0.451 9.985
H 0.580 5.075 9.200
H 1.991 5.727 8.320
H 0.646 5.015 7.412
H 2.704 3.569 6.429
H 3.489 0.903 5.803
H 4.997 0.162 9.507
H 6.265 -3.455 9.646
H 7.021 -1.914 10.120
H 5.422 -2.348 10.761
H 3.516 -1.221 4.785
H 3.880 -3.634 4.071
H 5.057 -5.221 5.591
H 5.946 -4.440 7.832
H 0.540 3.831 10.873
H 0.439 1.870 12.469
H 1.615 -0.246 11.892
H 2.843 -0.480 9.729
*
```

Computed properties:
* HOMO: -0.154 hartree
* E_tot: -46428.8328 eV
* F_max: 2.425 eV Å⁻¹
* HOMO-LUMO gap: 0.0698 hartree

***

Entry from the OMol25 dataset: 9 unconnected molecules or ions with the total composition C35H58N4O15 at a distorted geometry (wB97M-V/def2-TZVPD).

Geometry as ORCA input:
```
! RIJCOSX wB97M-V def2-TZVPD def2/J DEFGRID3
* xyz 0 1
C -0.205 25.277 3.713
C -1.625 25.080 3.188
C -1.876 23.630 2.970
O -3.103 23.368 3.604
C -3.539 24.464 4.224
O -4.477 24.585 5.030
O -2.687 25.450 3.964
H -0.083 24.925 4.773
H -0.037 26.357 3.671
H 0.512 24.610 3.179
H -1.709 25.614 2.259
H -1.244 22.974 3.463
H -1.866 23.600 1.825
C 3.998 22.508 2.821
C 5.107 23.283 1.968
C 6.160 22.304 1.322
O 5.854 22.455 -0.054
C 4.957 23.405 -0.194
O 4.450 23.707 -1.306
O 4.542 23.935 0.918
H 3.312 23.185 3.352
H 4.584 22.145 3.720
H 3.508 21.684 2.365
H 5.771 24.013 2.527
H 6.052 21.356 1.729
H 7.108 22.776 1.486
C -3.436 26.449 -0.170
C -3.637 27.744 0.633
C -4.728 27.665 1.788
O -4.129 28.263 2.914
C -2.861 28.444 2.645
O -2.062 28.879 3.587
O -2.500 28.075 1.429
H -2.562 26.489 -0.819
H -4.383 26.195 -0.666
H -3.219 25.606 0.542
H -3.795 28.569 -0.099
H -4.912 26.738 2.068
H -5.672 28.262 1.374
C 6.349 27.362 -1.082
C 7.750 26.851 -0.714
C 7.889 26.218 0.706
O 8.619 25.017 0.527
C 8.477 24.712 -0.800
O 8.932 23.722 -1.358
O 7.855 25.709 -1.446
H 6.203 27.531 -2.084
H 6.103 28.315 -0.533
H 5.668 26.506 -0.893
H 8.488 27.623 -1.014
H 6.839 26.114 1.230
H 8.368 26.838 1.431
C 1.554 22.948 0.583
O 0.725 23.693 -0.367
C -0.382 23.135 -0.811
O -0.749 21.845 -0.420
O -0.978 23.893 -1.705
C -2.018 23.422 -2.538
H 2.019 23.770 0.988
H 2.302 22.373 0.022
H 0.972 22.323 1.311
H -2.934 23.743 -1.975
H -1.877 22.371 -2.619
H -2.121 23.825 -3.598
C 2.154 25.009 -3.072
C 2.927 26.222 -3.201
C 3.534 26.375 -4.562
C 2.765 26.903 -5.628
N 2.116 27.393 -6.459
H 1.786 25.039 -2.009
H 2.669 24.017 -3.244
H 1.320 25.160 -3.815
H 3.735 26.206 -2.472
H 2.289 27.068 -2.964
H 3.993 25.491 -4.821
H 4.351 27.059 -4.624
C 0.763 27.178 -0.435
C 1.734 27.055 0.873
C 3.248 27.101 0.466
C 3.552 28.470 0.022
N 3.839 29.518 -0.319
H 0.569 28.253 -0.738
H -0.249 26.755 -0.173
H 1.028 26.560 -1.249
H 1.557 26.065 1.299
H 1.521 27.748 1.679
H 3.397 26.332 -0.263
H 4.017 26.743 1.175
C 6.670 26.062 6.785
C 7.686 26.842 6.032
C 7.890 26.521 4.536
C 6.759 26.971 3.650
N 5.863 27.366 2.980
H 7.024 25.972 7.839
H 6.467 25.042 6.369
H 5.621 26.334 6.511
H 8.630 26.467 6.396
H 7.707 27.896 6.288
H 8.068 25.439 4.401
H 8.791 26.996 4.110
C 3.305 26.398 4.711
C 2.940 25.238 5.601
C 2.319 25.777 6.861
C 3.352 26.385 7.716
N 4.229 26.805 8.393
H 2.475 27.142 4.651
H 3.703 26.047 3.764
H 3.982 27.112 5.211
H 3.674 24.476 5.743
H 2.075 24.698 5.055
H 1.672 24.929 7.343
H 1.636 26.605 6.674
*
```

Computed properties:
* HOMO: -0.388 hartree
* E_tot: -73901.6228 eV
* F_max: 8.123 eV Å⁻¹
* SMILES: C[C@H]1COC(=O)O1.C[C@H]1COC(=O)O1.C[C@H]1COC(=O)O1.C[C@H]1COC(=O)O1.COC(=O)OC.CCCC#N.CCCC#N.CCCC#N.CCCC#N
* HOMO-LUMO gap: 0.3818 hartree

***

Entry from the OMol25 dataset: a single C5H8O2 molecule at a distorted geometry (wB97M-V/def2-TZVPD).

Geometry as ORCA input:
```
! RIJCOSX wB97M-V def2-TZVPD def2/J DEFGRID3
* xyz 0 1
C 1.502 0.638 -0.422
C 0.337 0.166 0.402
O 0.771 -0.300 1.666
C -1.121 0.734 0.478
C -1.614 -0.542 -0.228
O -0.993 -0.454 -1.502
C -0.175 -0.986 -0.471
H 1.198 1.388 -1.158
H 2.393 0.908 0.140
H 1.786 -0.366 -0.996
H 0.443 -1.205 1.752
H -1.459 0.885 1.505
H -1.303 1.634 -0.119
H -2.595 -1.017 -0.148
H 0.831 -1.483 -0.899
*
```

Computed properties:
* HOMO: -0.346 hartree
* E_tot: -9405.5134 eV
* F_max: 3.532 eV Å⁻¹
* SMILES: C[C@@]1(O)C[C@H]2O[C@H]21
* HOMO-LUMO gap: 0.3816 hartree

***

Entry from the OMol25 dataset: 2 unconnected molecules or ions with the total composition C20H35F5NO3S (wB97M-V/def2-TZVPD).

Geometry as ORCA input:
```
! RIJCOSX wB97M-V def2-TZVPD def2/J DEFGRID3
* xyz 1 1
O -1.745 -0.987 0.193
C -1.930 -0.549 -0.913
O -2.954 -0.897 -1.719
C -3.080 0.202 -2.684
C -3.855 1.345 -2.005
C -4.861 2.073 -2.920
C -4.339 3.272 -3.724
S -3.338 4.393 -2.710
C -1.595 0.432 -2.897
C -1.118 1.642 -3.656
C 0.409 1.639 -3.904
C 1.071 3.033 -3.843
C 1.870 3.379 -2.600
F 3.105 2.791 -2.659
F 2.063 4.730 -2.551
C 1.279 2.983 -1.222
F 1.852 3.677 -0.245
F 1.491 1.686 -0.968
F -0.032 3.210 -1.184
O -1.132 0.359 -1.515
H -3.562 -0.115 -3.608
H -4.431 0.863 -1.211
H -3.171 2.040 -1.516
H -5.216 1.338 -3.653
H -5.736 2.366 -2.339
H -3.798 2.939 -4.614
H -5.195 3.842 -4.088
H -3.690 5.553 -3.274
H -1.160 -0.463 -3.361
H -1.427 2.564 -3.167
H -1.634 1.606 -4.622
H 0.899 0.931 -3.235
H 0.572 1.255 -4.914
H 0.328 3.812 -4.022
H 1.809 3.092 -4.647
C 1.546 -2.289 -0.224
C 1.391 -1.254 0.893
C 2.356 -1.360 2.064
N 1.956 -2.292 3.191
C 0.754 -1.722 3.901
C 0.401 -2.490 5.161
C 1.580 -2.547 6.127
C 2.824 -3.096 5.433
C 3.124 -2.346 4.148
C 1.661 -3.652 2.661
H 1.135 -3.266 0.025
H 1.014 -1.945 -1.109
H 2.595 -2.422 -0.498
H 0.355 -1.213 1.229
H 1.585 -0.277 0.450
H 2.465 -0.388 2.543
H 3.343 -1.683 1.730
H 1.006 -0.688 4.141
H -0.070 -1.724 3.191
H -0.447 -1.990 5.629
H 0.057 -3.497 4.913
H 1.331 -3.163 6.990
H 1.788 -1.542 6.506
H 2.715 -4.166 5.244
H 3.693 -2.997 6.083
H 3.950 -2.799 3.601
H 3.378 -1.308 4.366
H 2.471 -3.949 2.002
H 0.718 -3.620 2.125
H 1.579 -4.355 3.481
*
```

Computed properties:
* HOMO: -0.408 hartree
* E_tot: -53358.7128 eV
* F_max: 0.738 eV Å⁻¹
* HOMO-LUMO gap: 0.3344 hartree